A 10-piece molecular cluster, C48H71FN2O16 overall, computed with ωB97M-V with the def2-TZVPD basis set.

Properties
- E_HOMO (eV) = -7.24
- E_tot (a.u.) = -3284.68383
- gap between HOMO and LUMO (eV) = 7.27

```
138
Properties=species:S:1:pos:R:3:mulliken_charge:R:1
C -1.3355 -0.6109 -3.0838 -0.64
C -1.9124 0.3047 -2.0265 0.90
N -1.3068 0.0669 -0.7179 0.67
C -0.1822 0.6741 -0.2003 -1.11
C -0.0065 0.1592 1.0351 -0.85
N -1.0018 -0.7510 1.2365 0.53
C -1.7778 -0.8130 0.1666 -0.54
C -1.1984 -1.4689 2.4952 -1.10
H -1.7510 -0.3889 -4.0649 0.51
H -1.5692 -1.6342 -2.7740 -0.18
H -0.2504 -0.5963 -3.1970 0.12
H -2.9807 0.1455 -1.9094 -0.25
H -1.7439 1.3496 -2.2898 -0.64
H 0.2984 1.4571 -0.7638 0.89
H 0.6204 0.3976 1.8855 0.79
H -2.5453 -1.5553 0.0099 0.74
H -0.3591 -1.2789 3.1621 0.08
H -1.2125 -2.5441 2.3155 0.30
H -2.1425 -1.1847 2.9414 0.76
F 1.5669 0.1226 3.7480 -0.96
C 5.1725 -2.8675 -0.4610 -0.41
C 3.8642 -2.4948 -0.1226 -0.70
C 3.6252 -1.8639 1.0915 0.19
C 4.6310 -1.7992 2.0345 -0.29
C 5.9457 -2.0585 1.6515 -0.51
C 6.2133 -2.6381 0.4183 0.30
O 7.4648 -3.1176 0.0864 -0.56
O 2.3733 -1.4097 1.3943 -0.26
H 5.2569 -3.3890 -1.4047 0.42
H 3.1280 -2.7641 -0.8678 0.55
H 4.4616 -1.4438 3.0434 0.40
H 6.7566 -2.0266 2.3703 0.38
H 8.1655 -2.4717 0.2074 0.32
H 2.4544 -0.8733 2.1991 0.21
C -0.2872 1.4886 -5.7658 -1.00
C -0.1710 2.2716 -4.6143 -0.07
C 0.9014 2.0989 -3.7387 0.35
C 1.8602 1.1405 -4.0199 -0.45
C 1.8260 0.4450 -5.2246 -0.55
C 0.7472 0.6111 -6.0758 0.66
O 0.7628 -0.0957 -7.2583 -0.53
O 0.9180 2.6898 -2.5053 -0.66
H -1.1590 1.6938 -6.3739 0.39
H -1.0249 2.8902 -4.3536 0.24
H 2.6980 1.0192 -3.3438 0.49
H 2.6232 -0.2168 -5.5342 0.45
H -0.1220 -0.2746 -7.5887 0.29
H 0.2485 3.3838 -2.4301 0.23
C 4.7063 1.1358 4.6519 -0.15
C 5.6653 1.5309 5.5848 -0.85
C 6.3545 2.7099 5.4021 0.81
C 6.0497 3.5718 4.3599 -0.52
C 4.9937 3.2559 3.5155 -0.49
C 4.3493 2.0319 3.6534 0.08
O 3.4400 1.7059 2.6919 -0.47
O 7.3608 3.1130 6.2585 -0.58
H 4.0723 0.2578 4.7036 0.50
H 5.8879 0.8557 6.4037 0.31
H 6.5891 4.5039 4.2687 0.42
H 4.7779 3.9077 2.6800 0.48
H 2.7791 1.0678 3.0469 0.10
H 7.7348 2.3686 6.7359 0.29
C -0.5183 5.4148 3.6109 -0.43
C -0.8228 4.0705 3.5398 -0.46
C 0.0447 3.1342 4.1126 -0.22
C 1.2622 3.5458 4.6197 -0.27
C 1.5720 4.9067 4.6593 -0.62
C 0.6832 5.8389 4.1653 0.38
O 0.9965 7.2011 4.1090 -0.59
O -0.3277 1.8104 4.1246 -0.27
H -1.1777 6.1914 3.2414 0.42
H -1.7625 3.7494 3.1090 0.51
H 1.9801 2.8537 5.0413 0.61
H 2.5509 5.1783 5.0385 0.42
H 1.8414 7.2407 3.6525 0.32
H 0.5209 1.3107 4.0136 0.20
C -3.7868 4.9297 -3.7023 -0.75
C -2.5673 4.9422 -3.0414 -0.43
C -2.3427 4.1689 -1.9136 0.25
C -3.3976 3.4698 -1.3519 -0.26
C -4.6267 3.4255 -1.9951 -0.65
C -4.7927 4.1064 -3.1969 0.71
O -6.0637 4.1763 -3.7208 -0.55
O -1.1001 4.1412 -1.3137 -0.47
H -4.0052 5.6244 -4.5019 0.33
H -1.7531 5.5350 -3.4474 0.39
H -3.2449 2.7825 -0.5271 0.54
H -5.4103 2.7490 -1.6821 0.43
H -6.1916 5.0193 -4.1664 0.31
H -0.8013 5.0004 -0.9983 0.23
C -4.1559 1.2805 5.9383 -0.74
O -3.8696 -0.0520 5.5879 -0.32
C -2.5802 -0.4456 5.9554 -0.02
C -2.4790 -1.9378 5.9792 -0.77
O -2.8209 -2.4325 4.6840 -0.18
C -3.4156 -3.6961 4.6823 -0.66
H -4.3589 1.3601 7.0159 0.32
H -5.0379 1.6181 5.3991 0.25
H -3.3236 1.9578 5.7164 0.25
H -2.3309 -0.0218 6.9457 0.50
H -1.7414 -0.0172 5.3801 -0.03
H -3.1991 -2.3663 6.6860 0.47
H -1.4586 -2.2582 6.2080 0.31
H -3.4447 -4.0867 3.6642 -0.02
H -4.4449 -3.6451 5.0619 0.31
H -2.8710 -4.4390 5.2818 0.38
C -5.5549 -0.9487 -1.4753 -0.88
O -4.4579 -1.8288 -1.3168 -0.14
C -4.7247 -3.1510 -1.7033 -0.62
C -3.4891 -3.9735 -1.4090 -0.37
O -3.3254 -4.1930 -0.0345 -0.23
C -3.0404 -5.5156 0.3566 -0.85
H -6.4890 -1.3560 -1.0861 0.40
H -5.6687 -0.7777 -2.5555 0.36
H -5.3144 0.0093 -1.0212 0.14
H -4.9203 -3.2715 -2.7807 0.38
H -5.5826 -3.5671 -1.1619 0.34
H -2.6144 -3.4513 -1.8221 -0.05
H -3.5489 -4.8860 -2.0181 0.63
H -2.5651 -5.4628 1.3388 0.19
H -2.2638 -5.9945 -0.2512 0.35
H -3.9559 -6.1072 0.4015 0.33
C 2.5861 -3.0048 -8.4157 -0.60
O 3.0273 -4.2611 -7.9723 -0.41
C 2.9393 -4.5069 -6.5657 -0.48
C 1.6751 -3.9710 -5.9458 0.14
O 1.4925 -4.5424 -4.6741 -0.42
C 0.3764 -4.0033 -4.0112 -0.57
H 2.7244 -2.9682 -9.4926 0.33
H 3.0824 -2.1542 -7.9288 0.27
H 1.5192 -2.8344 -8.2161 0.20
H 3.8695 -4.1381 -6.1172 0.31
H 2.9455 -5.5935 -6.4912 0.24
H 0.8644 -4.3410 -6.6015 0.28
H 1.5703 -2.8803 -5.9139 -0.07
H -0.5610 -4.1007 -4.5769 0.37
H 0.4834 -2.9081 -3.9208 0.12
H 0.3901 -4.4474 -3.0209 0.34
```